The following is a DFT calculation (the ωB97M-V functional and the def2-TZVPD basis) of a structure of composition C38H89AsF6N10O4 at a distorted geometry.

Geometry as ORCA input:
```
! RIJCOSX wB97M-V def2-TZVPD def2/J DEFGRID3
* xyz 6 1
As 0.54 0.25 0.07
F -0.27 1.73 0.52
F -0.01 0.68 -1.59
F 1.33 -1.17 -0.53
F 0.93 0.01 1.74
F -1.03 -0.54 0.18
F 2.00 1.19 -0.18
C 2.96 3.14 8.59
C 1.64 3.03 7.84
N 1.71 3.41 6.43
C 2.39 4.49 5.93
C 2.16 4.51 4.60
N 1.37 3.44 4.27
C 1.07 2.80 5.45
C 0.73 3.20 3.01
H 3.01 2.45 9.42
H 3.24 4.15 8.90
H 3.73 2.84 7.87
H 0.78 3.50 8.31
H 1.40 1.96 7.91
H 2.96 5.22 6.49
H 2.37 5.22 3.82
H 0.37 1.99 5.56
H 1.52 3.09 2.26
H 0.20 4.10 2.70
H 0.13 2.30 2.92
C -6.46 -1.29 -4.21
C -5.18 -1.89 -4.82
N -4.00 -1.98 -3.94
C -3.96 -2.12 -2.58
C -2.64 -2.16 -2.21
N -1.90 -2.12 -3.38
C -2.75 -2.03 -4.41
C -0.47 -1.94 -3.48
H -6.20 -0.58 -3.43
H -6.97 -2.08 -3.66
H -7.15 -0.90 -4.95
H -4.88 -1.37 -5.73
H -5.39 -2.92 -5.12
H -4.90 -2.07 -2.07
H -2.10 -2.16 -1.28
H -2.47 -2.03 -5.46
H 0.01 -1.89 -2.50
H -0.26 -1.04 -4.05
H -0.09 -2.82 -4.00
C 6.35 -2.73 -5.61
C 5.48 -1.78 -4.85
N 4.76 -2.45 -3.77
C 5.09 -2.41 -2.45
C 4.08 -3.06 -1.79
N 3.20 -3.52 -2.70
C 3.62 -3.16 -3.93
C 1.98 -4.28 -2.45
H 7.07 -2.20 -6.24
H 5.78 -3.46 -6.18
H 7.03 -3.20 -4.90
H 4.77 -1.21 -5.45
H 6.02 -0.93 -4.40
H 5.95 -1.87 -2.08
H 3.89 -3.19 -0.73
H 3.12 -3.30 -4.87
H 1.39 -3.81 -1.65
H 2.20 -5.28 -2.09
H 1.37 -4.27 -3.35
C -2.30 2.77 -2.86
N -3.54 2.89 -2.03
C -4.54 1.91 -2.56
C -3.17 2.50 -0.62
C -3.95 4.34 -2.06
C -5.28 4.65 -1.35
O -5.41 6.05 -1.26
H -1.52 3.33 -2.35
H -2.44 3.28 -3.81
H -2.08 1.72 -2.99
H -4.71 2.20 -3.59
H -5.45 1.97 -1.97
H -4.18 0.89 -2.48
H -3.08 1.41 -0.56
H -3.99 2.70 0.07
H -2.20 2.86 -0.30
H -4.09 4.68 -3.09
H -3.14 4.99 -1.72
H -5.20 4.33 -0.31
H -6.09 4.10 -1.82
H -6.34 6.27 -1.33
C 1.53 2.62 -3.52
N 2.61 3.67 -3.33
C 2.53 4.78 -4.39
C 2.20 4.44 -2.11
C 3.99 3.15 -3.11
C 4.63 2.36 -4.25
O 4.68 2.95 -5.53
H 0.62 3.21 -3.50
H 1.69 1.91 -2.71
H 1.63 2.19 -4.51
H 3.30 5.53 -4.20
H 1.58 5.29 -4.42
H 2.82 4.26 -5.30
H 2.97 5.16 -1.83
H 2.21 3.80 -1.22
H 1.25 4.95 -2.16
H 3.96 2.44 -2.28
H 4.52 3.99 -2.65
H 3.87 1.57 -4.35
H 5.63 2.02 -4.00
H 5.33 3.66 -5.56
C 1.43 -2.80 2.85
N 2.39 -3.85 3.38
C 3.82 -3.22 3.40
C 2.06 -4.09 4.83
C 2.35 -5.15 2.62
C 2.77 -5.13 1.16
O 4.14 -4.84 1.02
H 0.48 -3.35 2.92
H 1.61 -2.52 1.82
H 1.27 -1.93 3.48
H 3.64 -2.42 4.10
H 4.12 -2.85 2.42
H 4.45 -4.07 3.67
H 2.23 -3.17 5.37
H 2.78 -4.82 5.19
H 1.04 -4.46 4.95
H 1.32 -5.51 2.62
H 2.87 -5.92 3.20
H 2.13 -4.53 0.50
H 2.62 -6.17 0.85
H 4.59 -5.31 0.32
C -3.94 -2.74 2.23
N -3.85 -1.91 3.49
C -3.14 -2.73 4.54
C -3.13 -0.67 3.16
C -5.29 -1.59 3.94
C -5.42 -0.87 5.27
O -5.09 0.49 5.00
H -4.54 -2.16 1.53
H -4.34 -3.71 2.50
H -2.94 -2.74 1.80
H -3.02 -2.25 5.50
H -2.14 -2.91 4.15
H -3.73 -3.63 4.69
H -3.62 0.00 2.46
H -2.10 -0.93 2.86
H -2.97 -0.03 4.02
H -5.71 -2.59 4.05
H -5.83 -1.05 3.16
H -4.79 -1.26 6.06
H -6.49 -1.01 5.47
H -5.51 1.10 5.63
*
```

- energy (Eh) = -5182.5642
- HOMO-LUMO gap (eV) = 9.5
- HOMO energy (eV) = -21.1
- energy above the lowest of the compared OMol25 structures with the same formula, charge and spin (kJ/mol) = 0.0